(1)
Molecular formula: C37H33AuFN4O4Sb
Method: DFT, ωB97M-V with the def2-TZVPD basis set

frontier orbital gap	7.176	eV
highest occupied orbital energy	-6.99	eV
relative energy (zero: lowest compared OMol25 entry of this formula, charge and spin)	53.0	kJ/mol

Cartesian coordinates (Å):
Au -0.346 0.290 -0.822
C -0.470 0.192 7.127
C -1.812 0.424 6.443
C -2.664 1.494 7.111
C -1.988 2.853 7.016
C -1.590 3.153 5.595
C -1.389 4.448 5.176
C -1.025 4.707 3.858
F -0.824 5.994 3.496
C -0.873 3.714 2.936
C -1.091 2.385 3.328
C -0.965 1.315 2.324
O -0.674 1.650 1.152
C -1.168 -0.014 2.796
C -1.450 -0.188 4.123
N -1.602 0.789 5.033
C -1.427 2.109 4.658
C -1.118 -1.312 1.973
O -0.934 -2.345 2.621
O -1.315 -1.212 0.735
H -0.619 -0.047 8.179
H 0.166 1.074 7.057
H 0.057 -0.636 6.656
H -2.369 -0.515 6.423
H -2.833 1.217 8.152
H -3.637 1.529 6.616
H -1.104 2.879 7.658
H -2.654 3.638 7.377
H -1.514 5.274 5.863
H -0.572 3.932 1.923
H -1.559 -1.206 4.477
C 5.395 -2.354 -1.371
C 4.606 -1.614 -0.501
C 3.265 -1.408 -0.790
C 2.702 -1.947 -1.942
C 3.498 -2.685 -2.811
C 4.841 -2.886 -2.526
Sb 0.630 -1.650 -2.285
C 0.586 -2.086 -4.366
C 0.867 -1.083 -5.292
C 0.916 -1.379 -6.647
C 0.681 -2.672 -7.089
C 0.404 -3.674 -6.172
C 0.359 -3.384 -4.814
C -0.140 -3.477 -1.533
C 0.542 -4.154 -0.530
C -0.031 -5.258 0.084
C -1.288 -5.693 -0.303
C -1.978 -5.019 -1.300
C -1.409 -3.909 -1.906
H 6.442 -2.514 -1.149
H 5.035 -1.194 0.399
H 2.655 -0.820 -0.113
H 3.075 -3.105 -3.716
H 5.455 -3.461 -3.207
H 1.058 -0.074 -4.951
H 1.141 -0.596 -7.360
H 0.718 -2.900 -8.146
H 0.224 -4.686 -6.511
H 0.155 -4.177 -4.107
H 1.522 -3.818 -0.210
H 0.498 -5.764 0.880
H -1.737 -6.549 0.183
H -2.965 -5.347 -1.596
H -1.970 -3.378 -2.668
C 1.111 3.401 -5.388
N 0.323 3.472 -4.168
C -0.530 4.494 -3.937
C -1.268 4.554 -2.812
C -1.101 3.480 -1.879
N -0.293 2.461 -2.110
C 0.462 2.414 -3.244
O 1.235 1.512 -3.507
N -1.785 3.490 -0.729
H 1.110 4.381 -5.860
H 0.694 2.663 -6.072
H 2.127 3.106 -5.142
H -0.577 5.258 -4.702
H -1.937 5.377 -2.620
H -2.394 4.260 -0.518
H -1.562 2.808 -0.003



(2)
Molecular formula: C37H33HfN7O3Se4
Method: DFT, ωB97M-V with the def2-TZVPD basis set

frontier orbital gap (alpha / beta)	6.528 / 5.976	eV
highest occupied orbital energy (alpha / beta)	-9.26 / -9.32	eV
relative energy (zero: lowest compared OMol25 entry of this formula, charge and spin)	599.2	kJ/mol
2S+1	2
total charge	+1

Cartesian coordinates (Å):
Hf 0.569 0.396 0.530
C 4.845 1.477 0.271
C 3.720 0.529 0.586
O 2.523 1.050 0.629
C 3.985 -0.803 0.794
C 2.971 -1.791 0.841
C 3.311 -3.220 1.141
N 1.766 -1.412 0.531
N 0.719 -2.373 0.504
C -0.029 -2.101 -0.731
O -0.460 -0.805 -0.753
C -1.087 -3.183 -0.824
C -2.360 -2.951 -1.317
C -3.268 -3.993 -1.424
C -2.905 -5.275 -1.054
C -1.632 -5.516 -0.560
C -0.733 -4.476 -0.437
H 4.570 2.065 -0.606
H 5.765 0.941 0.059
H 5.014 2.165 1.098
H 5.008 -1.126 0.859
H 4.355 -3.322 1.418
H 3.107 -3.830 0.260
H 2.678 -3.589 1.947
H -2.638 -1.959 -1.633
H -4.259 -3.798 -1.808
H -3.601 -6.092 -1.161
H -1.329 -6.515 -0.284
H 0.259 -4.661 -0.055
Se -0.479 1.995 3.546
Se 1.599 1.016 3.695
C 0.974 -0.747 3.257
C 1.291 -1.799 4.057
C 0.636 -3.039 3.789
C -0.124 -3.162 2.691
C -0.221 -2.051 1.696
N 0.097 -0.748 2.229
C 0.096 3.382 2.357
C -0.236 4.712 2.597
C 0.495 5.689 1.951
C 1.532 5.299 1.111
C 1.723 3.950 0.876
N 0.988 3.000 1.450
H 1.943 -1.672 4.904
H 0.725 -3.841 4.505
H -0.668 -4.061 2.451
H -1.238 -2.008 1.275
H -1.003 4.948 3.319
H 0.294 6.732 2.137
H 2.190 6.026 0.667
H 2.508 3.602 0.218
Se 1.541 1.303 -1.858
Se 0.910 1.066 -4.097
C 0.702 -0.807 -3.720
C -0.006 -1.649 -4.563
C -0.063 -3.002 -4.180
C 0.450 -3.386 -2.981
C 1.021 -2.398 -2.039
N 1.304 -1.141 -2.611
C 0.562 2.954 -1.614
C 0.845 4.165 -2.231
C 0.003 5.232 -1.981
C -1.082 5.041 -1.136
C -1.280 3.794 -0.573
N -0.468 2.765 -0.794
H -0.428 -1.284 -5.489
H -0.517 -3.722 -4.843
H 0.431 -4.420 -2.679
H 1.919 -2.782 -1.547
H 1.702 4.243 -2.882
H 0.193 6.199 -2.421
H -1.771 5.841 -0.925
H -2.118 3.615 0.088
O -1.503 1.080 0.981
N -2.730 1.166 0.547
C -3.644 1.808 1.298
C -4.948 1.943 0.875
C -5.336 1.396 -0.340
C -4.381 0.726 -1.090
C -3.082 0.636 -0.634
H -3.286 2.199 2.240
H -5.656 2.469 1.494
H -6.350 1.490 -0.692
H -4.639 0.274 -2.033
H -2.285 0.130 -1.167



(3)
Molecular formula: C37H34BrHgN6O2S2
Method: DFT, ωB97M-V with the def2-TZVPD basis set

frontier orbital gap (alpha / beta)	6.210 / 7.259	eV
highest occupied orbital energy (alpha / beta)	-6.22 / -7.58	eV
2S+1	2

Cartesian coordinates (Å):
Hg 0.406 0.486 1.571
O 5.127 1.641 1.480
C 5.107 2.608 2.420
C 6.284 3.330 2.620
C 6.336 4.324 3.576
C 5.218 4.620 4.352
C 4.049 3.915 4.149
C 3.965 2.908 3.184
C 2.687 2.180 2.955
O 2.669 1.224 2.118
N 1.647 2.599 3.660
N 0.490 1.989 3.307
C -0.510 2.169 4.076
C -1.844 1.648 3.757
C -2.804 1.569 4.762
C -4.054 1.065 4.458
C -4.306 0.654 3.159
C -3.287 0.769 2.225
N -2.085 1.259 2.503
H 4.243 1.202 1.529
H 7.145 3.081 2.015
H 7.258 4.873 3.724
H 5.266 5.393 5.107
H 3.163 4.128 4.730
H -0.372 2.744 4.989
H -2.559 1.897 5.764
H -4.817 0.989 5.221
H -5.265 0.248 2.867
H -3.449 0.457 1.201
C 3.359 4.155 -1.885
C 2.031 3.456 -1.810
C 1.057 3.578 -2.791
C -0.144 2.897 -2.672
C -0.323 2.116 -1.545
Br -1.897 1.071 -1.381
N 0.571 1.995 -0.586
C 1.727 2.646 -0.724
H 3.453 4.720 -2.811
H 4.177 3.436 -1.833
H 3.485 4.843 -1.047
H 1.237 4.201 -3.659
H -0.913 2.961 -3.427
H 2.434 2.515 0.086
S 1.701 -1.102 0.023
C 0.566 -2.374 -0.197
N 0.800 -3.271 -1.202
C -0.125 -4.361 -1.438
C -1.526 -3.859 -1.207
N -1.607 -3.359 0.150
C -2.855 -3.599 0.854
C -4.026 -2.972 0.135
C -5.159 -3.701 -0.195
C -6.225 -3.091 -0.847
C -6.159 -1.747 -1.180
C -5.023 -1.012 -0.858
C -3.965 -1.623 -0.205
C -0.619 -2.521 0.601
S -0.880 -1.679 2.084
C 1.902 -3.159 -2.146
C 1.412 -2.709 -3.503
C 1.562 -3.505 -4.630
C 1.076 -3.083 -5.863
C 0.431 -1.862 -5.972
C 0.276 -1.060 -4.846
C 0.763 -1.480 -3.620
H 0.089 -5.201 -0.767
H -0.009 -4.700 -2.467
H -2.257 -4.656 -1.337
H -1.754 -3.065 -1.929
H -2.762 -3.164 1.847
H -3.009 -4.676 0.970
H -5.211 -4.754 0.060
H -7.104 -3.669 -1.099
H -6.986 -1.274 -1.693
H -4.961 0.037 -1.121
H -3.071 -1.061 0.043
H 2.399 -4.130 -2.222
H 2.617 -2.446 -1.746
H 2.066 -4.461 -4.547
H 1.200 -3.712 -6.735
H 0.047 -1.534 -6.929
H -0.226 -0.104 -4.927
H 0.648 -0.858 -2.738



(4)
Molecular formula: C37H34ClN2O3PS7TeTi
Method: DFT, ωB97M-V with the def2-TZVPD basis set

frontier orbital gap	3.722	eV
highest occupied orbital energy	-0.28	eV
total charge	-2

Cartesian coordinates (Å):
Ti 0.068 1.253 0.232
Cl -5.289 5.940 1.742
C -4.036 4.706 1.636
C -3.962 3.735 2.637
C -2.956 2.788 2.548
C -2.041 2.775 1.501
O -1.054 1.879 1.471
C -2.152 3.742 0.444
C -1.334 3.733 -0.704
N -0.358 2.798 -0.957
C 0.359 2.801 -2.120
C 0.287 3.744 -3.139
C 1.084 3.618 -4.295
C 1.965 2.584 -4.459
C 2.070 1.591 -3.451
C 2.949 0.499 -3.528
C 2.991 -0.400 -2.506
C 2.130 -0.244 -1.413
N 1.285 0.761 -1.312
C 1.266 1.697 -2.296
C -3.174 4.724 0.574
H -4.665 3.727 3.459
H -2.867 2.022 3.312
H -1.539 4.494 -1.445
H -0.388 4.581 -3.053
H 0.996 4.366 -5.074
H 2.581 2.506 -5.348
H 3.584 0.388 -4.401
H 3.678 -1.236 -2.525
H 2.137 -0.950 -0.595
H -3.269 5.486 -0.190
S -5.189 -2.553 3.176
C -3.943 -1.877 2.304
S -4.168 -0.881 0.922
C -2.486 -0.584 0.537
C -1.594 -1.141 1.384
S 0.134 -1.043 1.202
S -2.282 -2.071 2.699
S -2.044 0.325 -0.877
Te -0.201 -1.509 -3.395
C -1.739 -2.622 -4.355
C -3.048 -2.558 -3.883
C -4.048 -3.317 -4.480
C -3.755 -4.127 -5.571
C -2.456 -4.175 -6.065
C -1.453 -3.427 -5.457
C -0.067 -2.974 -1.870
C 1.174 -3.535 -1.577
C 1.305 -4.436 -0.528
C 0.192 -4.792 0.223
C -1.052 -4.266 -0.095
C -1.182 -3.356 -1.136
H -3.286 -1.903 -3.050
H -5.060 -3.272 -4.095
H -4.535 -4.718 -6.037
H -2.223 -4.802 -6.917
H -0.438 -3.472 -5.832
H 2.041 -3.255 -2.164
H 2.277 -4.859 -0.295
H 0.297 -5.470 1.063
H -1.921 -4.532 0.494
H -2.151 -2.927 -1.357
C 0.340 2.685 4.589
C 1.164 1.407 4.569
C 0.350 0.197 4.977
O 1.632 1.132 3.234
P 2.831 1.886 2.484
S 3.953 2.927 3.722
S 2.046 2.874 0.927
O 3.544 0.618 1.767
C 4.375 -0.465 2.219
C 3.537 -1.732 2.224
C 5.069 -0.280 3.559
H -0.196 2.775 5.539
H -0.381 2.665 3.768
H 0.989 3.550 4.459
H 2.032 1.520 5.219
H -0.541 0.115 4.349
H 0.044 0.289 6.024
H 0.934 -0.718 4.857
H 5.141 -0.544 1.444
H 2.736 -1.657 2.964
H 4.175 -2.588 2.464
H 3.066 -1.905 1.253
H 4.336 -0.181 4.361
H 5.690 0.611 3.567
H 5.693 -1.160 3.750



(5)
Molecular formula: C37H34CoF2N3P2S2
Method: DFT, ωB97M-V with the def2-TZVPD basis set

frontier orbital gap (alpha / beta)	6.962 / 6.073	eV
highest occupied orbital energy (alpha / beta)	-12.73 / -12.72	eV
relative energy (zero: lowest compared OMol25 entry of this formula, charge and spin)	0.0	kJ/mol
2S+1	5
total charge	+2

Cartesian coordinates (Å):
Co -0.119 0.152 0.097
S -1.850 -0.798 7.020
C -0.461 -1.092 7.964
C 0.678 -1.080 7.217
C 0.422 -0.838 5.849
C -0.915 -0.670 5.577
C -1.538 -0.410 4.284
C -0.734 -0.287 3.133
N -1.209 -0.038 1.929
C -2.545 0.075 1.767
C -3.440 -0.034 2.836
C -4.847 0.092 2.580
C -5.311 0.290 1.328
C -4.414 0.377 0.210
C -4.849 0.551 -1.110
C -3.931 0.608 -2.147
C -2.572 0.500 -1.797
N -2.130 0.354 -0.563
C -3.034 0.281 0.439
C -4.315 0.777 -3.546
C -5.568 0.722 -4.092
C -5.569 0.929 -5.494
C -4.324 1.137 -5.998
S -3.136 1.105 -4.770
C -2.906 -0.270 4.111
H -0.559 -1.255 9.026
H 1.661 -1.243 7.630
H 1.205 -0.800 5.105
H 0.337 -0.402 3.206
H -5.529 0.018 3.418
H -6.373 0.379 1.139
H -5.909 0.647 -1.307
H -1.812 0.541 -2.567
H -6.469 0.526 -3.529
H -6.461 0.917 -6.102
H -4.041 1.318 -7.023
H -3.582 -0.352 4.953
F 0.346 -5.353 0.187
C 0.914 -4.177 0.437
C 0.199 -3.017 0.166
C 0.807 -1.811 0.436
C 2.076 -1.711 1.011
C 2.750 -2.917 1.228
F 3.983 -2.912 1.747
C 2.200 -4.150 0.940
C 2.523 -0.388 1.478
C 3.703 -0.125 2.174
C 3.893 1.123 2.745
C 2.906 2.090 2.627
C 1.789 1.779 1.879
N 1.613 0.592 1.296
H -0.804 -3.101 -0.237
H 2.752 -5.060 1.131
H 4.449 -0.893 2.289
H 4.800 1.329 3.298
H 3.000 3.061 3.092
H 0.992 2.501 1.740
C -0.237 -2.108 -3.095
P 0.727 -0.825 -2.246
C 2.439 -1.431 -2.259
C 0.781 0.535 -3.484
C 1.411 1.777 -2.866
P 0.566 2.303 -1.321
C -0.770 3.394 -1.906
C 1.786 3.489 -0.668
H 0.165 -2.269 -4.098
H -1.277 -1.794 -3.186
H -0.194 -3.052 -2.557
H 2.784 -1.581 -3.283
H 2.508 -2.374 -1.720
H 3.092 -0.709 -1.765
H -0.230 0.744 -3.845
H 1.347 0.199 -4.357
H 1.410 2.612 -3.572
H 2.458 1.590 -2.612
H -0.361 4.243 -2.454
H -1.347 3.767 -1.059
H -1.450 2.854 -2.566
H 2.116 4.155 -1.467
H 2.651 2.962 -0.270
H 1.350 4.102 0.121



Record order is preserved below.
Max |F|: 0.6 2.5 0.4 2.5 0.2 eV Å⁻¹